1.
{
  "formula": "C4H12N3O",
  "method": "ωB97M-V/def2-TZVPD",
  "lumo_ev": [0.75, 0.64],
  "relative_energy_kj_mol": 14.0,
  "homo_ev": [-4.55, -8.95],
  "max_force_ev_per_a": 2.14,
  "mol_weight_g_mol": 118.16,
  "multiplicity": 2,
  "charge": 0,
  "symbols": ["C", "N", "C", "N", "H", "H", "H", "H", "H", "H", "H", "C", "C", "N", "O", "H", "H", "H", "H", "H"],
  "coordinates": [[-1.67, 1.18, -1.98], [-1.76, 0.30, -0.84], [-1.92, 0.69, 0.45], [-2.08, -0.19, 1.50], [-2.41, 0.90, -2.73], [-0.68, 1.11, -2.43], [-1.91, 2.18, -1.63], [-1.61, -0.69, -0.98], [-2.00, 1.76, 0.61], [-1.73, -1.13, 1.43], [-2.25, 0.19, 2.41], [1.52, 0.14, 0.48], [2.76, -0.65, 0.15], [2.72, -1.97, 0.52], [3.70, -0.16, -0.43], [1.08, -0.11, 1.45], [0.79, -0.03, -0.32], [1.75, 1.20, 0.53], [3.62, -2.43, 0.62], [2.07, -2.29, 1.21]]
}

2.
{
  "formula": "C6H9N",
  "method": "ωB97M-V/def2-TZVPD",
  "lumo_ev": 1.12,
  "relative_energy_kj_mol": 313.4,
  "homo_ev": -8.93,
  "max_force_ev_per_a": 0.61,
  "mol_weight_g_mol": 95.14,
  "multiplicity": 1,
  "charge": 0,
  "symbols": ["C", "C", "C", "C", "N", "C", "C", "H", "H", "H", "H", "H", "H", "H", "H", "H"],
  "coordinates": [[-1.77, -0.96, -0.45], [-0.49, -0.31, -0.04], [0.93, -0.75, -0.05], [1.27, 0.39, -0.98], [-0.01, 1.07, -0.54], [0.29, 1.40, 0.89], [0.33, -0.08, 1.19], [-1.72, -1.22, -1.51], [-2.63, -0.29, -0.31], [-1.94, -1.87, 0.12], [1.27, -1.77, 0.01], [2.18, 0.96, -0.77], [1.21, 0.12, -2.04], [-0.58, 1.91, 1.31], [1.18, 2.03, 1.04], [0.48, -0.62, 2.12]]
}

3.
{
  "formula": "CH9NO5",
  "method": "ωB97M-V/def2-TZVPD",
  "lumo_ev": 0.33,
  "relative_energy_kj_mol": 113.9,
  "homo_ev": -10.62,
  "max_force_ev_per_a": 4.67,
  "mol_weight_g_mol": 115.09,
  "multiplicity": 1,
  "charge": 0,
  "symbols": ["N", "C", "O", "O", "H", "H", "H", "H", "H", "O", "H", "H", "O", "H", "H", "O"],
  "coordinates": [[-1.77, -0.42, 0.23], [-1.44, -1.30, -0.76], [-1.84, -2.66, -0.45], [-0.86, -1.02, -1.79], [-2.26, -0.81, 1.05], [-2.13, 0.45, -0.13], [-1.55, -2.93, -1.38], [4.18, 0.66, 1.16], [2.67, 1.17, 0.86], [3.40, 1.17, 1.59], [0.59, -0.35, -0.92], [1.01, 1.19, -0.62], [1.26, 0.21, -0.46], [0.90, 3.37, 1.68], [-0.38, 2.72, 1.66], [0.30, 2.97, 1.06]]
}

4.
{
  "formula": "C7H12O",
  "method": "ωB97M-V/def2-TZVPD",
  "lumo_ev": 0.84,
  "relative_energy_kj_mol": 230.5,
  "homo_ev": -9.53,
  "max_force_ev_per_a": 3.73,
  "mol_weight_g_mol": 112.17,
  "multiplicity": 1,
  "charge": 0,
  "symbols": ["O", "C", "C", "C", "C", "C", "C", "C", "H", "H", "H", "H", "H", "H", "H", "H", "H", "H", "H", "H"],
  "coordinates": [[3.65, -0.93, -1.69], [2.48, -1.12, -1.91], [1.56, -1.11, -0.71], [0.06, -0.93, -1.11], [-0.39, 0.49, -0.70], [-0.54, 0.88, 0.79], [-1.87, 0.77, 1.44], [-2.19, 1.59, 2.41], [2.13, -1.47, -2.87], [1.82, -0.55, 0.19], [1.58, -2.13, -0.20], [-0.09, -1.34, -2.12], [-0.50, -1.58, -0.39], [-1.38, 0.49, -1.20], [0.25, 1.23, -1.21], [0.11, 1.81, 0.99], [0.05, 0.12, 1.35], [-2.44, -0.04, 0.96], [-2.75, 1.41, 3.31], [-1.54, 2.43, 2.67]]
}

5.
{
  "formula": "C22H21N5O7PbS2",
  "method": "ωB97M-V/def2-TZVPD",
  "lumo_ev": -8.20,
  "homo_ev": -14.54,
  "max_force_ev_per_a": 0.43,
  "mol_weight_g_mol": 738.77,
  "multiplicity": 1,
  "charge": 2,
  "symbols": ["Pb", "O", "C", "C", "O", "C", "C", "O", "C", "O", "O", "O", "S", "C", "C", "C", "C", "S", "O", "C", "C", "C", "C", "C", "C", "C", "C", "C", "C", "C", "C", "H", "H", "H", "H", "H", "H", "H", "H", "H", "H", "H", "H", "H", "H", "H", "H", "H", "H", "N", "N", "N", "C", "N", "N", "H", "H", "H"],
  "coordinates": [[-0.58, -1.45, -0.03], [-5.71, -6.22, 0.98], [-4.84, -5.45, 0.78], [-4.99, -4.04, 0.11], [-6.01, -3.46, -0.11], [-3.57, -3.46, -0.05], [-2.62, -4.31, 0.83], [-1.58, -3.91, 1.27], [-3.33, -5.65, 1.13], [-2.80, -6.66, 1.45], [-3.21, -2.58, -0.78], [-0.71, 0.65, -1.03], [-1.52, 1.95, -1.13], [-0.64, 3.17, -0.13], [0.88, 3.24, -0.29], [1.68, 2.04, 0.24], [1.53, 1.83, 1.75], [1.99, 0.14, 2.17], [0.79, -0.68, 1.65], [1.79, 0.19, 3.92], [2.95, 0.27, 4.68], [2.84, 0.33, 6.06], [1.59, 0.30, 6.66], [0.44, 0.21, 5.88], [0.53, 0.16, 4.50], [-1.17, 2.59, -2.75], [-0.17, 2.03, -3.52], [0.04, 2.54, -4.80], [-0.74, 3.58, -5.27], [-1.74, 4.13, -4.47], [-1.97, 3.63, -3.20], [-0.96, 2.97, 0.89], [-1.09, 4.12, -0.44], [1.20, 4.15, 0.22], [1.13, 3.38, -1.35], [2.73, 2.19, 0.01], [1.36, 1.15, -0.29], [0.51, 1.92, 2.11], [2.18, 2.49, 2.33], [3.93, 0.28, 4.20], [3.73, 0.40, 6.67], [1.51, 0.34, 7.73], [-0.54, 0.18, 6.35], [-0.36, 0.07, 3.88], [0.42, 1.20, -3.14], [0.82, 2.12, -5.42], [-0.58, 3.97, -6.27], [-2.35, 4.94, -4.85], [-2.76, 4.03, -2.59], [2.32, -2.95, -4.66], [2.13, -2.77, -3.33], [2.95, -3.28, -2.44], [2.36, -2.95, -1.31], [1.23, -2.26, -1.54], [1.10, -2.15, -2.86], [3.28, -3.20, -4.87], [1.88, -2.24, -5.22], [2.74, -3.20, -0.33]]
}

6.
{
  "formula": "C22H52AlN5O7P",
  "method": "ωB97M-V/def2-TZVPD",
  "lumo_ev": 2.23,
  "homo_ev": -4.42,
  "max_force_ev_per_a": 1.29,
  "mol_weight_g_mol": 556.64,
  "multiplicity": 1,
  "charge": -1,
  "symbols": ["C", "C", "C", "Al", "C", "C", "C", "C", "O", "P", "O", "H", "H", "H", "H", "H", "H", "H", "H", "H", "H", "H", "H", "H", "H", "H", "H", "H", "C", "C", "O", "N", "C", "H", "H", "H", "H", "H", "H", "H", "C", "C", "O", "N", "C", "H", "H", "H", "H", "H", "H", "H", "C", "C", "O", "N", "C", "H", "H", "H", "H", "H", "H", "H", "C", "C", "O", "N", "C", "H", "H", "H", "H", "H", "H", "H", "C", "C", "O", "N", "C", "H", "H", "H", "H", "H", "H", "H"],
  "coordinates": [[0.66, 3.67, -3.62], [-0.22, 2.69, -3.88], [-0.60, 1.57, -2.95], [1.13, 0.83, -2.17], [0.91, -0.98, -1.29], [1.90, -1.46, -0.19], [2.52, -0.40, 0.73], [3.84, 0.16, 0.22], [4.44, 1.08, 1.13], [2.63, 0.60, -4.06], [3.13, -0.83, -4.21], [1.27, 4.13, -4.39], [0.82, 3.97, -2.59], [-0.71, 2.71, -4.85], [-1.18, 1.96, -2.11], [-1.18, 0.84, -3.51], [1.72, 1.95, -1.18], [1.04, -1.68, -2.12], [-0.11, -1.12, -0.92], [1.33, -2.12, 0.48], [2.68, -2.09, -0.64], [1.80, 0.38, 0.97], [2.75, -0.90, 1.69], [4.53, -0.66, 0.01], [3.70, 0.73, -0.70], [4.53, 0.62, 1.97], [3.76, 1.47, -4.00], [1.99, 0.95, -5.29], [2.30, 4.10, 3.08], [1.37, 3.56, 2.01], [1.33, 2.38, 1.73], [0.57, 4.45, 1.35], [0.48, 5.87, 1.53], [2.86, 3.27, 3.49], [3.00, 4.82, 2.66], [1.73, 4.58, 3.88], [0.00, 4.01, 0.65], [-0.53, 6.17, 1.81], [0.74, 6.40, 0.61], [1.16, 6.20, 2.32], [-3.30, -0.76, 0.45], [-3.78, -0.36, -0.93], [-3.95, 0.81, -1.24], [-4.00, -1.35, -1.83], [-3.81, -2.78, -1.66], [-3.16, 0.15, 1.03], [-4.04, -1.39, 0.95], [-2.36, -1.30, 0.39], [-4.31, -1.01, -2.73], [-3.08, -3.13, -2.39], [-4.74, -3.33, -1.81], [-3.44, -2.99, -0.66], [7.32, 3.22, 4.87], [5.90, 2.78, 4.62], [5.02, 3.57, 4.32], [5.63, 1.45, 4.72], [6.54, 0.37, 5.04], [7.37, 4.30, 4.75], [7.64, 2.97, 5.89], [8.01, 2.76, 4.17], [4.66, 1.22, 4.53], [6.58, -0.35, 4.22], [6.21, -0.15, 5.94], [7.54, 0.75, 5.21], [0.60, -4.73, -3.57], [-0.68, -4.83, -2.77], [-1.77, -4.64, -3.29], [-0.57, -5.11, -1.45], [0.63, -5.33, -0.68], [0.34, -4.49, -4.60], [1.24, -3.94, -3.18], [1.14, -5.68, -3.55], [-1.46, -5.16, -0.97], [0.62, -6.33, -0.23], [0.71, -4.59, 0.12], [1.51, -5.25, -1.31], [-9.78, -2.00, 0.52], [-8.37, -2.55, 0.56], [-8.10, -3.60, 1.13], [-7.40, -1.83, -0.06], [-7.54, -0.58, -0.78], [-10.42, -2.69, 1.06], [-9.82, -1.02, 1.00], [-10.13, -1.91, -0.50], [-6.48, -2.24, -0.01], [-7.21, -0.72, -1.81], [-6.90, 0.18, -0.32], [-8.56, -0.23, -0.78]]
}